[1]
Formula: CH2ClNO
Source: OMol25
Level of theory: ωB97M-V/def2-TZVPD

Last column: natural (NBO) charge in e.
Cartesian coordinates (Å):
C -0.04 -0.49 0.04  0.00
N 0.33 -1.84 0.07  -0.05
O -0.68 -1.47 -0.78  -0.32
Cl -0.48 -2.51 1.59  -0.02
H -0.70 0.08 0.82  0.20
H 0.46 0.23 -0.62  0.19

Values from the calculation:
Orbital gap (eV): 10.809
SMILES: ClN1CO1
E_HOMO (eV): -10.59
Maximum force (Eh/bohr): 0.07553
Relative energy (zero: lowest compared OMol25 entry of this formula, charge and spin) (kJ/mol): 403.17

---

[2]
Formula: CH2ClNO2P2
Source: OMol25
Level of theory: ωB97M-V/def2-TZVPD

Last column: natural (NBO) charge in e.
Cartesian coordinates (Å):
C 1.59 -0.06 -0.20  0.76
N -1.28 0.10 -0.21  -1.28
O 0.90 -1.03 0.32  -0.74
O 1.48 0.43 -1.30  -0.58
P -0.67 -1.40 -0.45  1.12
P -1.27 1.62 -0.01  0.95
Cl 2.97 0.37 0.85  -0.07
H -1.10 -1.85 0.95  -0.04
H -2.64 1.82 0.05  -0.12

Values from the calculation:
Orbital gap (eV): 8.516
SMILES: [H]/P=N/POC(=O)Cl
E_HOMO (eV): -9.65
Maximum force (Eh/bohr): 0.05575
Relative energy (zero: lowest compared OMol25 entry of this formula, charge and spin) (kJ/mol): 0.00

---

Which value of E_HOMO does entry 2 give? -9.65 eV